Entry 1:
ORCA calculation (wB97M-V/def2-TZVPD) on a 2-piece molecular cluster, C7H9ClNO2 overall in a non-equilibrium geometry.

Positions of all 20 atoms, in Å:
C  2.333  -1.411  0.821
C  1.236  -1.029  0.526
C  -5.091  1.417  1.930
C  0.213  1.465  -0.394
C  -1.848  0.425  -1.100
C  3.550  -1.773  1.183
C  0.050  -0.879  -0.123
N  -0.464  0.264  -0.573
O  -4.720  0.281  2.055
O  -5.896  2.253  1.954
Cl  -3.238  2.389  1.337
H  -0.035  1.721  0.736
H  1.281  1.502  -0.556
H  -0.194  2.291  -1.068
H  -2.217  -0.660  -1.127
H  -2.304  1.109  -0.394
H  -1.589  0.882  -2.119
H  4.423  -1.144  1.436
H  3.800  -2.888  1.425
H  -0.627  -1.680  -0.008

Values from the calculation:
Max |F|   6.05 eV/A
Energy relative to the best compared isomer or geometry (same formula, charge and spin)   0.0 kcal/mol
Total charge   -1
Highest occupied orbital energy (spin up / spin down)   -2.10 / -5.21 eV
Multiplicity   3

Mulliken atomic charge list, values in e, 6 entries: C 0.09; C 0.52; C 0.66; C -1.00; C -0.54; C -1.34

***

Entry 2:
ORCA calculation (wB97M-V/def2-TZVPD) on C36H18F15GeKN2S3 as an isolated structure.

Positions of all 76 atoms, in Å:
K  1.035  -0.260  1.341
S  1.265  2.545  -0.208
C  -0.382  2.715  -0.390
N  -0.997  2.784  -1.570
C  -2.380  3.241  -1.654
C  -2.577  4.323  -0.618
N  -2.275  3.753  0.690
C  -3.126  4.180  1.799
C  -3.008  5.670  2.005
C  -4.123  6.492  1.941
C  -3.999  7.863  2.133
C  -2.754  8.417  2.383
C  -1.633  7.598  2.444
C  -1.759  6.233  2.258
C  -1.290  2.857  0.824
S  -1.081  1.912  2.165
C  -0.340  2.500  -2.848
C  -0.153  3.751  -3.671
C  0.508  4.853  -3.131
C  0.673  6.004  -3.883
C  0.183  6.067  -5.182
C  -0.473  4.973  -5.724
C  -0.644  3.821  -4.968
H  -3.074  2.409  -1.500
H  -2.535  3.648  -2.652
H  -3.613  4.659  -0.607
H  -1.942  5.187  -0.835
H  -2.813  3.629  2.682
H  -4.160  3.902  1.580
H  -5.098  6.060  1.745
H  -4.876  8.495  2.084
H  -2.655  9.484  2.530
H  -0.659  8.027  2.643
H  -0.884  5.594  2.311
H  -0.973  1.789  -3.385
H  0.611  2.021  -2.630
H  0.903  4.797  -2.124
H  1.191  6.855  -3.459
H  0.314  6.966  -5.768
H  -0.858  5.016  -6.734
H  -1.161  2.968  -5.391
F  -2.543  -1.166  -0.887
C  -3.065  -2.214  -1.552
C  -2.821  -3.507  -1.120
C  -3.450  -4.511  -1.830
F  -3.314  -5.794  -1.472
C  -4.256  -4.258  -2.929
F  -4.840  -5.257  -3.592
C  -4.462  -2.952  -3.338
F  -5.238  -2.690  -4.388
C  -3.863  -1.918  -2.642
F  -4.068  -0.648  -3.020
Ge  -1.635  -3.736  0.466
S  0.226  -2.772  0.222
C  -2.860  -3.016  1.868
C  -2.585  -1.997  2.757
F  -1.364  -1.442  2.825
C  -3.527  -1.504  3.649
F  -3.221  -0.517  4.493
C  -4.797  -2.048  3.668
F  -5.708  -1.586  4.521
C  -5.111  -3.084  2.806
F  -6.332  -3.620  2.829
C  -4.140  -3.543  1.934
F  -4.477  -4.562  1.126
C  -1.410  -5.661  0.829
C  -1.713  -6.287  2.023
F  -2.276  -5.602  3.031
C  -1.449  -7.629  2.246
F  -1.756  -8.203  3.410
C  -0.852  -8.376  1.247
F  -0.587  -9.664  1.447
C  -0.528  -7.781  0.038
F  0.047  -8.506  -0.923
C  -0.811  -6.440  -0.147
F  -0.501  -5.900  -1.330

Values from the calculation:
Max |F|   0.40 eV/A
Energy relative to the best compared isomer or geometry (same formula, charge and spin)   0.0 kcal/mol
Total charge   0
Highest occupied orbital energy   -7.84 eV
Multiplicity   1

Mulliken atomic charge list, values in e, 6 entries: K 0.97; S -0.25; C -0.07; N 0.35; C -0.83; C -0.67

***

Entry 3:
ORCA calculation (wB97M-V/def2-TZVPD) on one molecule with the formula C6H9N.

Positions of all 16 atoms, in Å:
C  1.769  1.693  0.699
C  0.850  0.520  0.519
C  0.557  -0.526  1.352
C  -0.463  -1.316  0.735
C  -0.773  -0.720  -0.459
C  -1.882  -0.949  -1.437
N  0.038  0.389  -0.588
H  1.352  2.608  0.260
H  1.920  1.897  1.764
H  2.760  1.534  0.261
H  1.003  -0.686  2.325
H  -0.910  -2.222  1.131
H  -1.665  -0.453  -2.389
H  -2.048  -2.012  -1.630
H  -2.812  -0.506  -1.055
H  0.304  0.748  -1.490

Values from the calculation:
Max |F|   0.42 eV/A
Energy relative to the best compared isomer or geometry (same formula, charge and spin)   3.8 kcal/mol
Total charge   0
SMILES string   Cc1ccc(C)[nH]1
Highest occupied orbital energy   -7.71 eV
Multiplicity   1

natural (NBO) atomic charge list, values in e, 6 entries: C -0.64; C 0.12; C -0.29; C -0.30; C 0.13; C -0.64

***

Entry 4:
ORCA calculation (wB97M-V/def2-TZVPD) on one molecule with the formula C20H12F10N2O2.

Positions of all 46 atoms, in Å:
O  2.701  1.265  1.433
C  1.850  0.590  1.957
N  0.667  1.063  2.397
C  0.258  2.437  2.202
C  -0.469  2.685  0.862
C  -1.416  1.529  0.527
C  -2.055  1.731  -0.848
N  -1.028  1.907  -1.846
C  -0.582  0.955  -2.677
O  0.318  1.093  -3.476
C  -1.258  -0.408  -2.579
C  -0.625  -1.403  -1.845
F  0.439  -1.091  -1.094
C  -1.080  -2.717  -1.850
F  -0.454  -3.647  -1.129
C  -2.193  -3.050  -2.616
F  -2.643  -4.303  -2.633
C  -2.841  -2.067  -3.361
F  -3.915  -2.383  -4.084
C  -2.364  -0.759  -3.341
F  -3.002  0.179  -4.044
C  -0.201  3.075  -1.612
C  0.530  2.897  -0.281
C  2.055  -0.899  2.179
C  1.070  -1.853  1.947
F  -0.175  -1.473  1.617
C  1.320  -3.217  2.052
F  0.341  -4.095  1.840
C  2.594  -3.655  2.401
F  2.847  -4.956  2.513
C  3.597  -2.722  2.646
F  4.813  -3.134  3.000
C  3.325  -1.360  2.529
F  4.296  -0.499  2.800
H  -0.016  0.437  2.791
H  1.158  3.055  2.239
H  -0.396  2.706  3.035
H  -1.059  3.602  0.976
H  -0.854  0.596  0.503
H  -2.198  1.444  1.283
H  -2.676  2.633  -0.847
H  -2.687  0.879  -1.104
H  -0.841  3.962  -1.592
H  0.509  3.159  -2.435
H  1.197  2.038  -0.356
H  1.141  3.776  -0.081

Values from the calculation:
Max |F|   0.72 eV/A
Energy relative to the best compared isomer or geometry (same formula, charge and spin)   0.8 kcal/mol
Total charge   0
SMILES string   O=C(NCC1CCN(C(=O)c2c(F)c(F)c(F)c(F)c2F)CC1)c1c(F)c(F)c(F)c(F)c1F
Highest occupied orbital energy   -9.62 eV
Multiplicity   1

natural (NBO) atomic charge list, values in e, 6 entries: O -0.59; C 0.67; N -0.61; C -0.22; C -0.23; C -0.42

***

Entry 5:
ORCA calculation (wB97M-V/def2-TZVPD) on a 2-piece molecular cluster, C5H10O2 overall.

Positions of all 17 atoms, in Å:
C  -1.980  1.372  -0.134
O  -1.543  0.408  0.798
C  0.483  0.267  0.667
C  1.603  -0.573  1.104
C  1.419  -0.236  -0.376
C  0.569  -1.259  -1.063
O  -0.375  -1.455  -0.045
H  -1.602  1.162  -1.144
H  -1.622  2.362  0.174
H  -3.075  1.380  -0.144
H  0.398  1.297  0.994
H  2.371  -0.042  1.663
H  1.400  -1.592  1.407
H  2.111  0.422  -0.892
H  0.152  -0.842  -2.000
H  1.100  -2.189  -1.319
H  -1.408  -0.480  0.311

Values from the calculation:
Max |F|   0.30 eV/A
Energy relative to the best compared isomer or geometry (same formula, charge and spin)   149.7 kcal/mol
Total charge   0
Highest occupied orbital energy   -8.97 eV
Multiplicity   1

natural (NBO) atomic charge list, values in e, 6 entries: C -0.26; O -0.66; C 0.19; C -0.46; C -0.29; C -0.06

***

Entry 6:
ORCA calculation (wB97M-V/def2-TZVPD) on C25H46BHoN5O6S2 as an isolated structure in a non-equilibrium geometry.

Positions of all 86 atoms, in Å:
Ho  -0.966  -0.579  0.191
C  -3.437  -2.494  2.592
C  -2.184  -3.052  1.955
N  -0.944  -2.202  2.037
C  0.324  -2.977  1.866
C  0.465  -3.551  0.433
N  0.345  -2.403  -0.587
C  0.477  -2.811  -1.999
C  -0.784  -2.822  -2.835
C  -2.134  -3.121  -2.133
N  -2.642  -1.907  -1.458
C  -3.981  -2.135  -0.882
C  -4.313  -0.894  -0.075
N  -3.340  -0.557  1.020
C  -3.676  -1.005  2.393
H  -3.351  -2.643  3.708
H  -4.254  -3.101  2.231
H  -2.358  -3.175  0.872
H  -1.985  -4.045  2.363
H  -0.903  -1.713  2.915
H  0.385  -3.807  2.568
H  1.103  -2.304  2.065
H  -0.322  -4.249  0.228
H  1.434  -4.009  0.252
H  1.188  -1.829  -0.372
H  0.963  -3.782  -2.137
H  1.161  -2.107  -2.491
H  -0.664  -3.560  -3.622
H  -0.872  -1.857  -3.332
H  -2.018  -3.920  -1.383
H  -2.852  -3.590  -2.839
H  -2.730  -1.185  -2.197
H  -3.953  -2.988  -0.205
H  -4.717  -2.266  -1.710
H  -5.338  -1.083  0.349
H  -4.441  -0.016  -0.684
H  -3.356  0.473  1.002
H  -4.727  -0.727  2.678
H  -2.958  -0.478  3.059
C  4.562  0.019  2.291
C  4.068  -0.226  0.860
C  5.051  -1.107  0.151
O  2.767  -0.867  0.943
B  1.741  0.008  0.603
O  2.268  1.229  0.320
C  3.727  1.129  0.091
C  3.964  1.070  -1.438
C  4.371  2.368  0.668
H  4.560  -0.891  2.832
H  3.957  0.755  2.806
H  5.584  0.444  2.229
H  5.305  -2.024  0.731
H  5.939  -0.571  -0.044
H  4.658  -1.485  -0.780
H  3.557  0.153  -1.864
H  5.043  1.032  -1.623
H  3.505  1.956  -1.986
H  4.040  2.639  1.657
H  4.172  3.215  -0.030
H  5.506  2.283  0.701
O  -0.536  0.211  -2.304
S  -1.718  1.101  -2.404
O  -2.869  0.597  -3.125
N  -2.121  1.398  -0.901
C  -2.014  2.731  -0.585
O  -2.323  3.217  0.467
C  -1.427  3.505  -1.757
C  -1.139  4.848  -1.736
C  -0.660  5.404  -2.941
C  -0.486  4.620  -4.074
C  -0.747  3.252  -4.062
C  -1.207  2.708  -2.868
H  -1.285  5.452  -0.888
H  -0.339  6.461  -2.884
H  -0.036  5.040  -4.986
H  -0.493  2.707  -4.951
C  0.207  3.542  1.539
S  -0.679  2.452  2.632
C  0.753  1.990  3.628
O  -1.089  1.183  1.854
H  0.808  2.931  0.866
H  0.873  4.183  2.110
H  -0.539  4.123  0.964
H  1.160  2.879  4.162
H  1.536  1.568  2.970
H  0.379  1.239  4.315

Values from the calculation:
Max |F|   2.36 eV/A
Total charge   +1
Highest occupied orbital energy (spin up / spin down)   -9.50 / -9.48 eV
Multiplicity   5

Mulliken atomic charge list, values in e, 6 entries: Ho 0.84; C -1.01; C 0.21; N -0.15; C -1.04; C -0.82

***

What is the total charge in the first record?
-1